1.
{
  "formula": "C3H3IO2",
  "method": "ωB97M-V with the def2-TZVPD basis set",
  "total_charge": 0,
  "multiplicity": 1,
  "e_homo_ev": -8.83,
  "smiles": "O=C=C1CO1.I",
  "orbital_gap_ev": 8.12,
  "symbols": ["O", "C", "C", "C", "O", "H", "H", "I", "H"],
  "positions_angstrom": [[0.357136, 1.878782, 1.885968], [0.278377, 1.174258, 0.972075], [0.650588, 0.329665, 0.025136], [1.017323, -0.527146, -1.055845], [-0.267984, -0.091259, -0.980217], [1.696198, -0.200013, -1.847881], [1.009592, -1.653290, -0.900086], [-2.859257, -1.069978, 1.206568], [-1.881974, 0.158980, 0.694282]],
  "atomic_forces_ev_per_a": [[-1.16, 0.92, 0.81], [3.69, -2.03, -1.32], [-2.71, 1.80, 1.52], [1.76, -3.26, -0.34], [-1.72, 1.04, -0.97], [-0.34, 0.27, 0.10], [0.73, 1.37, 0.13], [0.46, 0.65, -0.21], [-0.70, -0.76, 0.28]]
}

***

2.
{
  "formula": "C3H3LiO3Tl",
  "method": "ωB97M-V with the def2-TZVPD basis set",
  "total_charge": 2,
  "multiplicity": 2,
  "e_homo_ev": [-18.66, -18.73],
  "s2": 0.76,
  "orbital_gap_ev": [10.38, 8.81],
  "symbols": ["C", "C", "H", "H", "H", "C", "O", "O", "Tl", "O", "Li"],
  "positions_angstrom": [[-0.598250, 1.195100, -0.594934], [-1.851671, 1.255296, -0.724357], [-1.448361, 2.357798, -0.982167], [0.361875, 1.730509, -0.682985], [-2.768207, 0.673760, -0.652002], [1.178716, -1.018221, 0.586273], [0.264251, -0.838548, -0.289427], [2.249996, -1.627666, 0.207414], [-0.641428, -2.359058, -2.018680], [1.178906, -0.635790, 1.763782], [2.074173, -0.733185, 3.387078]],
  "atomic_forces_ev_per_a": [[0.13, 0.31, -0.24], [2.22, -0.20, 0.29], [-1.70, -0.51, 0.04], [-0.32, -0.97, 0.29], [-0.10, 0.90, -0.17], [-0.04, 0.41, -0.21], [-0.07, 0.78, 0.22], [0.08, -0.31, -0.21], [-0.07, -0.50, -0.43], [-0.03, 0.08, 0.55], [-0.08, 0.01, -0.13]]
}

***

3.
{
  "formula": "C3H3MgO2Rb",
  "method": "ωB97M-V with the def2-TZVPD basis set",
  "total_charge": 0,
  "multiplicity": 1,
  "e_homo_ev": -4.69,
  "orbital_gap_ev": 2.94,
  "symbols": ["C", "C", "H", "H", "H", "O", "C", "O", "Rb", "Mg"],
  "positions_angstrom": [[-0.104595, -0.971185, -0.250929], [-1.188879, -1.738211, -0.361369], [-1.128266, -2.636565, -0.973273], [0.821831, -1.202416, -0.785996], [-2.186551, -1.338649, -0.170531], [-0.126149, 0.271792, 0.291464], [0.576869, 1.481996, -0.428245], [0.150034, 2.479707, 0.137947], [4.276670, 1.252324, 0.340498], [-1.090963, 2.401210, 2.200434]],
  "atomic_forces_ev_per_a": [[-0.17, 1.14, -0.80], [-0.08, 0.13, -0.78], [0.06, 0.01, 0.41], [0.04, -0.32, 0.36], [0.38, -0.22, 0.47], [-0.10, -0.08, 0.05], [-0.24, 0.40, 1.32], [0.68, -1.09, -0.86], [-0.70, 0.05, -0.10], [0.12, -0.04, -0.07]]
}

***

4.
{
  "formula": "C3H3MgO4Pd",
  "method": "ωB97M-V with the def2-TZVPD basis set",
  "total_charge": -1,
  "multiplicity": 3,
  "e_homo_ev": [-2.85, -3.79],
  "s2": 2.01,
  "orbital_gap_ev": [5.63, 5.47],
  "symbols": ["O", "C", "O", "Mg", "O", "C", "C", "O", "Pd", "H", "H", "H"],
  "positions_angstrom": [[1.452968, -0.083383, 1.711550], [0.353324, -0.149017, 2.371071], [0.138074, -0.957547, 3.271484], [1.971594, 0.022052, -0.170215], [0.189632, 0.712539, -0.938524], [-1.091258, 0.605112, -0.728869], [-1.773747, -0.022626, -1.940778], [-0.985523, -0.632458, -2.898603], [0.827565, -0.306368, -2.297323], [-2.380544, 0.811586, -2.366762], [-2.526953, -0.716556, -1.499326], [-0.597426, 0.438620, 1.982012]],
  "atomic_forces_ev_per_a": [[0.77, 0.59, -0.80], [-2.34, -1.03, -0.22], [0.25, 0.74, 0.00], [-0.70, 0.04, 1.52], [-2.66, 3.31, 4.85], [-0.38, 0.62, -0.22], [-0.51, 0.02, 0.63], [-1.16, -0.42, -0.30], [4.44, -3.57, -5.95], [0.12, -0.05, 0.21], [0.23, 0.13, -0.18], [1.94, -0.39, 0.47]]
}

***

5.
{
  "formula": "C3H3MnO3",
  "method": "ωB97M-V with the def2-TZVPD basis set",
  "total_charge": 0,
  "multiplicity": 7,
  "e_homo_ev": [-8.25, -9.16],
  "s2": 12.00,
  "orbital_gap_ev": [7.89, 8.13],
  "symbols": ["H", "O", "C", "O", "O", "Mn", "H", "C", "C", "H"],
  "positions_angstrom": [[-0.170925, -0.146462, 0.714483], [1.458218, 1.644942, 0.902109], [0.270593, 1.741238, 1.052967], [-0.598512, 0.691593, 0.931897], [-0.462008, 2.792976, 1.282159], [-2.306827, 1.933473, 1.511349], [0.061219, 3.979143, 1.161093], [0.733056, 5.254629, 1.552972], [0.350767, 5.242025, 0.367579], [1.134081, 5.375348, 2.549638]],
  "atomic_forces_ev_per_a": [[0.22, 0.05, 0.03], [-1.05, -0.23, 0.29], [2.25, 0.98, -0.71], [-0.64, -1.15, -0.04], [-0.48, -0.71, 0.49], [-0.70, 0.22, 0.06], [0.78, 1.56, -0.17], [-0.12, -0.29, -0.01], [-0.10, -0.33, 0.46], [-0.17, -0.09, -0.40]]
}

***

6.
{
  "formula": "C3H3N2O",
  "method": "ωB97M-V with the def2-TZVPD basis set",
  "total_charge": 1,
  "multiplicity": 1,
  "e_homo_ev": -17.54,
  "orbital_gap_ev": 10.57,
  "symbols": ["C", "C", "C", "N", "N", "O", "H", "H", "H"],
  "positions_angstrom": [[-0.307919, -0.608735, 0.273938], [1.062678, -0.419686, 0.353048], [1.884792, -0.851711, -0.644887], [-2.650875, 2.836949, -0.213182], [-2.203743, 1.851324, -0.099382], [2.570833, -1.223873, -1.497264], [-0.991665, -0.523652, 1.230109], [-0.763316, -0.929664, -0.711573], [1.399215, -0.130950, 1.309194]],
  "atomic_forces_ev_per_a": [[-0.25, -0.49, -0.08], [-3.25, -0.43, 0.67], [2.87, -1.20, -3.75], [-0.07, 0.10, -0.01], [0.10, -0.12, 0.01], [-2.53, 1.33, 3.19], [1.55, 0.11, -2.22], [0.32, 0.38, 1.43], [1.25, 0.31, 0.75]]
}

***

7.
{
  "formula": "C3H3N2O2",
  "method": "ωB97M-V with the def2-TZVPD basis set",
  "total_charge": -1,
  "multiplicity": 1,
  "e_homo_ev": -4.18,
  "smiles": "C#CCN=[N+]([O-])[O-]",
  "orbital_gap_ev": 8.24,
  "symbols": ["C", "C", "C", "N", "N", "O", "O", "H", "H", "H"],
  "positions_angstrom": [[-2.077479, -0.732490, 0.952218], [-1.420230, -0.229726, 0.090561], [-0.217963, 0.447658, -0.753921], [0.900030, -0.321836, -0.645659], [1.848136, -0.031026, 0.205553], [1.820042, 1.048996, 0.900571], [2.841237, -0.793361, 0.293031], [-2.890954, -1.115157, 1.374316], [-0.246650, 1.511892, -0.591967], [-0.556171, 0.215049, -1.824705]],
  "atomic_forces_ev_per_a": [[1.13, 0.80, -1.37], [3.06, 2.06, -1.20], [-4.19, -1.45, -0.91], [3.13, -1.89, 0.35], [-0.05, 1.35, 0.34], [-0.30, -0.93, -0.55], [-0.74, 0.24, -0.14], [-2.55, -1.48, 1.92], [0.35, 0.47, 0.37], [0.17, 0.82, 1.19]]
}

***

8.
{
  "formula": "C3H3N2O2",
  "method": "ωB97M-V with the def2-TZVPD basis set",
  "total_charge": 1,
  "multiplicity": 1,
  "e_homo_ev": -16.28,
  "orbital_gap_ev": 9.63,
  "symbols": ["C", "C", "C", "N", "N", "O", "O", "H", "H", "H"],
  "positions_angstrom": [[-0.497190, -0.229247, -0.983091], [-0.881657, 3.787883, -1.707966], [0.660641, -0.229377, 1.080994], [-1.213231, -0.254924, -1.901532], [0.371183, -0.418621, -0.146630], [-1.112778, 4.873725, -1.931109], [-0.599098, 2.704054, -1.503281], [0.142628, 0.356616, 1.704820], [1.444955, -0.765076, 1.410009], [-1.659992, -0.510244, -2.718714]],
  "atomic_forces_ev_per_a": [[-3.20, 0.08, -4.12], [0.13, 0.88, -0.28], [-0.68, -0.82, -3.77], [1.58, 0.74, 3.11], [2.47, -0.37, 2.99], [-0.70, 2.25, -0.39], [0.59, -3.12, 0.72], [-2.13, 2.37, 2.20], [2.90, -1.61, 1.34], [-0.97, -0.41, -1.78]]
}

***

9.
{
  "formula": "C3H3N2O3",
  "method": "ωB97M-V with the def2-TZVPD basis set",
  "total_charge": -1,
  "multiplicity": 1,
  "e_homo_ev": [-4.66, -4.65],
  "orbital_gap_ev": [8.74, 8.74],
  "symbols": ["C", "C", "C", "N", "N", "O", "O", "O", "H", "H", "H"],
  "positions_angstrom": [[1.953314, -0.774104, -0.167889], [0.375890, 0.963056, -0.537899], [-1.620692, -0.085235, 0.433833], [0.854754, -1.537694, -0.254724], [-0.476288, -0.052720, -0.407075], [1.690454, 0.660819, -0.571481], [3.108693, -0.979643, 0.128684], [-0.021212, 2.111265, -0.350795], [-2.419634, -0.412132, -0.246203], [-1.490647, -0.864449, 1.276955], [-1.954632, 0.970841, 0.696598]],
  "atomic_forces_ev_per_a": [[-1.40, 1.37, -0.76], [-0.19, 1.15, 2.73], [-0.94, -0.20, -0.11], [-1.49, 2.68, 0.42], [3.88, -3.97, -0.86], [-0.43, -0.95, -0.24], [-0.17, -0.63, -0.11], [0.40, 0.61, -0.97], [-0.33, -0.38, 0.62], [-0.23, 1.57, -1.06], [0.89, -1.24, 0.33]]
}

***

10.
{
  "formula": "C3H3N2O3",
  "method": "ωB97M-V with the def2-TZVPD basis set",
  "total_charge": -1,
  "multiplicity": 1,
  "e_homo_ev": -3.43,
  "smiles": "N/N=C(\\[O-])OC=C=O",
  "orbital_gap_ev": 7.64,
  "symbols": ["N", "N", "C", "O", "O", "C", "C", "O", "H", "H", "H"],
  "positions_angstrom": [[-0.973830, -0.849554, 1.455639], [-0.195746, -0.238544, 0.465341], [0.476465, 0.869785, 0.612680], [0.705027, 1.606591, 1.568185], [1.081148, 1.155540, -0.581641], [0.643627, 0.383761, -1.683345], [-0.124897, -0.669608, -1.521212], [-0.545884, -1.726381, -1.838488], [-1.840763, -0.328942, 1.575178], [-0.428176, -0.832883, 2.410282], [1.203029, 0.630236, -2.462619]],
  "atomic_forces_ev_per_a": [[1.34, 0.03, 2.17], [-0.88, -1.22, -1.48], [0.55, 0.07, -0.21], [-0.19, 0.05, 0.55], [-0.25, 0.57, -0.48], [-0.82, 0.59, 3.56], [0.67, -0.45, 2.16], [-1.04, -0.65, -0.58], [0.19, 0.11, 0.24], [-1.39, 0.20, -2.29], [1.83, 0.69, -3.63]]
}

***

11.
{
  "formula": "C3H3N2O3",
  "method": "ωB97M-V with the def2-TZVPD basis set",
  "total_charge": -1,
  "multiplicity": 1,
  "e_homo_ev": [-3.50, -3.49],
  "orbital_gap_ev": [7.62, 7.62],
  "symbols": ["C", "C", "C", "N", "N", "O", "O", "O", "H", "H", "H"],
  "positions_angstrom": [[-0.084676, 1.503216, -0.063744], [-1.257528, 0.839855, -0.119485], [-1.026919, -0.695053, -0.083381], [0.302058, -1.072799, -0.374248], [1.276752, -0.165007, -0.577596], [-2.355314, 1.256642, 0.162526], [-1.840139, -1.543167, 0.276080], [2.282503, -0.224811, 0.383345], [0.116809, 2.254658, -0.802068], [0.708031, -1.896858, -0.038673], [1.878419, -0.256679, 1.237241]],
  "atomic_forces_ev_per_a": [[3.79, -1.00, -1.08], [0.67, -2.25, 0.83], [0.79, -2.25, 1.10], [-1.73, 0.76, 0.53], [-1.32, 4.75, -1.96], [-2.69, 0.90, -0.14], [0.37, 0.98, -0.83], [0.69, -0.71, -0.22], [0.38, 0.54, -0.11], [-0.22, -1.96, 0.56], [-0.73, 0.24, 1.31]]
}

***

12.
{
  "formula": "C3H3N2OS",
  "method": "ωB97M-V with the def2-TZVPD basis set",
  "total_charge": 1,
  "multiplicity": 1,
  "e_homo_ev": [-15.61, -15.54],
  "orbital_gap_ev": [7.19, 6.65],
  "symbols": ["C", "C", "C", "N", "N", "O", "S", "H", "H", "H"],
  "positions_angstrom": [[-2.161958, -1.161047, 0.440056], [-0.795323, 0.550564, 0.261518], [1.792433, 0.184601, -0.320364], [-1.256560, -0.894760, 1.192377], [-2.479243, -0.425275, -0.635670], [-1.639423, 0.555119, -0.676196], [0.639580, 1.186848, 0.774949], [2.060837, 0.713016, -1.212840], [1.164124, -0.801626, -0.206986], [2.675533, 0.092557, 0.383158]],
  "atomic_forces_ev_per_a": [[1.85, 3.18, -1.48], [0.86, -0.58, 2.56], [-0.72, -1.71, 3.33], [0.28, 0.03, 0.43], [-4.41, -3.18, -0.95], [1.80, 0.84, 0.07], [-0.44, 0.05, -0.89], [-0.32, -0.21, -0.70], [1.93, 1.59, -1.36], [-0.82, -0.01, -1.00]]
}

***

Looking at largest force on an atom for the records above, in order, we have 0.0858; 0.0437; 0.0300; 0.1602; 0.0497; 0.0949; 0.0881; 0.1015; 0.1093; 0.0802; 0.1032; 0.1074 Eh/bohr.